(1)
# C45H31BrF6N6O2RuSb

A structure of composition C45H31BrF6N6O2RuSb at a distorted geometry (wB97M-V/def2-TZVPD, the Open Molecules 2025 dataset).

```
93
Properties=species:S:1:pos:R:3:lowdin_charge:R:1
Ru 0.497 0.060 0.455 0.914
Br 1.209 4.911 -10.560 0.962
C 1.635 4.983 -8.766 -0.644
C 2.869 5.514 -8.371 -0.071
C 3.171 5.572 -7.035 0.049
C 2.247 5.076 -6.088 -0.229
C 0.992 4.557 -6.492 0.027
C 0.694 4.512 -7.822 -0.078
N 2.634 5.197 -4.794 0.215
N 1.989 4.875 -3.823 0.165
C 1.462 4.154 -2.915 -0.129
C 0.408 4.740 -2.085 0.065
C -0.189 4.032 -1.114 0.066
C 0.229 2.669 -0.829 -0.286
O -0.283 2.006 0.085 -0.093
C 1.333 2.086 -1.605 -0.137
N 1.711 0.852 -1.221 0.054
C 2.784 0.324 -1.808 -0.068
C 3.501 0.985 -2.800 0.025
C 3.090 2.235 -3.220 0.051
C 1.975 2.803 -2.609 -0.052
H 3.560 5.883 -9.115 0.126
H 4.106 5.988 -6.682 0.140
H 0.269 4.224 -5.757 0.124
H -0.257 4.136 -8.171 0.121
H 0.129 5.763 -2.301 0.143
H -0.978 4.448 -0.500 0.146
H 3.087 -0.654 -1.459 0.114
H 4.373 0.514 -3.233 0.135
H 3.645 2.762 -3.985 0.131
F 2.075 -2.721 7.922 0.116
C 1.688 -2.035 6.854 -0.260
C 2.012 -0.688 6.777 0.026
C 1.605 0.024 5.665 -0.099
C 0.897 -0.610 4.642 -0.403
C 0.576 -1.962 4.755 -0.142
C 0.971 -2.689 5.867 0.020
Sb 0.239 0.527 3.011 1.577
C -0.957 2.005 3.888 -0.385
C -0.631 3.357 3.962 -0.111
C -1.493 4.253 4.573 0.017
C -2.681 3.775 5.101 -0.264
F -3.513 4.634 5.679 0.112
C -3.027 2.435 5.058 0.022
C -2.156 1.552 4.444 -0.121
C 2.021 1.393 2.206 -0.391
C 2.120 2.696 1.690 -0.127
C 3.268 3.141 1.066 0.012
C 4.335 2.261 0.937 -0.270
F 5.430 2.681 0.305 0.104
C 4.301 0.977 1.443 0.017
C 3.140 0.556 2.079 -0.117
H 2.562 -0.225 7.584 0.136
H 1.844 1.080 5.606 0.112
H -0.007 -2.462 3.989 0.101
H 0.727 -3.735 5.986 0.134
H 0.315 3.729 3.593 0.087
H -1.256 5.304 4.661 0.132
H -3.954 2.104 5.505 0.135
H -2.422 0.500 4.422 0.105
H 1.286 3.380 1.774 0.092
H 3.366 4.155 0.699 0.133
H 5.170 0.340 1.356 0.136
H 3.130 -0.434 2.515 0.092
F -5.727 -3.011 -0.199 0.182
C -5.124 -2.412 -1.229 -0.596
F -4.915 -3.326 -2.182 0.173
F -5.939 -1.473 -1.712 0.168
C -3.804 -1.816 -0.784 -0.070
C -2.767 -2.650 -0.404 0.050
C -1.570 -2.092 -0.006 -0.086
N -1.349 -0.762 0.027 -0.087
C -2.384 0.033 -0.304 -0.087
C -3.611 -0.449 -0.712 0.045
H -2.878 -3.725 -0.407 0.146
H -0.773 -2.729 0.335 0.103
H -2.224 1.095 -0.211 0.103
H -4.402 0.241 -0.967 0.137
N 3.459 -6.549 -0.220 0.209
C 2.331 -6.032 0.296 -0.517
O 1.405 -6.664 0.748 0.117
C 2.188 -4.525 0.298 -0.099
C 2.174 -3.841 1.507 0.047
C 1.772 -2.521 1.532 -0.118
N 1.381 -1.852 0.434 -0.110
C 1.449 -2.506 -0.738 -0.156
C 1.846 -3.823 -0.852 0.030
H 3.563 -7.552 -0.239 0.135
H 4.215 -5.975 -0.548 0.117
H 2.435 -4.337 2.433 0.143
H 1.712 -1.992 2.469 0.055
H 1.123 -1.950 -1.610 0.114
H 1.837 -4.304 -1.821 0.138
```

Summary:
- Kohn-Sham gap (eV) = 5.3038
- multiplicity = 1
- charge = +3

***

(2)
# C45H32Br2EuF5N6O3S

A structure of composition C45H32Br2EuF5N6O3S at a distorted geometry (wB97M-V/def2-TZVPD, the Open Molecules 2025 dataset).

```
95
Properties=species:S:1:pos:R:3:lowdin_charge:R:1
Eu 1.458 -1.013 0.284 1.763
C -2.640 6.326 0.311 -0.067
O -2.401 4.930 0.381 -0.085
C -3.470 4.113 0.578 -0.222
C -4.774 4.541 0.750 -0.020
C -5.793 3.609 0.926 -0.086
C -5.505 2.258 0.905 -0.086
C -4.198 1.823 0.712 -0.021
C -3.167 2.741 0.575 -0.151
N -1.824 2.402 0.354 0.156
C -1.129 1.279 0.701 -0.349
N -1.638 0.598 1.763 0.150
C -1.399 -0.675 2.289 -0.207
C -0.293 -1.476 1.963 -0.237
C -0.218 -2.685 2.665 -0.173
C -1.169 -3.081 3.600 -0.093
C -2.267 -2.274 3.893 -0.037
C -2.386 -1.068 3.240 -0.235
O -3.390 -0.174 3.442 -0.114
C -4.378 -0.486 4.411 -0.065
N -0.027 0.959 0.089 0.003
C 0.209 1.564 -1.177 -0.253
C 1.374 2.276 -1.424 -0.066
C 1.633 2.806 -2.683 -0.084
C 0.714 2.641 -3.702 -0.074
C -0.469 1.943 -3.476 -0.011
C -0.723 1.396 -2.229 -0.241
O -1.833 0.669 -1.939 -0.094
C -2.871 0.645 -2.904 -0.059
H -1.671 6.790 0.154 0.094
H -3.074 6.703 1.239 0.096
H -3.299 6.571 -0.525 0.099
H -5.007 5.596 0.744 0.104
H -6.808 3.954 1.066 0.104
H -6.299 1.530 1.017 0.105
H -3.994 0.762 0.655 0.120
H -1.287 3.103 -0.136 0.149
H -2.396 1.073 2.235 0.124
H 0.621 -3.351 2.483 0.067
H -1.066 -4.028 4.116 0.099
H -2.994 -2.588 4.627 0.101
H -3.940 -0.578 5.406 0.097
H -4.898 -1.411 4.156 0.096
H -5.082 0.341 4.398 0.092
H 2.080 2.417 -0.620 0.062
H 2.556 3.345 -2.855 0.107
H 0.908 3.047 -4.688 0.109
H -1.176 1.815 -4.285 0.111
H -3.710 0.138 -2.434 0.097
H -2.575 0.088 -3.798 0.090
H -3.170 1.657 -3.189 0.099
Br 3.179 0.509 -6.630 0.731
C 2.861 -0.150 -4.887 -0.705
C 3.862 -0.088 -3.925 -0.134
C 3.529 -0.494 -2.647 -0.205
N 2.325 -0.947 -2.292 0.005
C 1.387 -1.079 -3.257 -0.250
C 1.626 -0.657 -4.572 -0.089
C 0.123 -1.697 -2.877 -0.244
C -0.750 -2.227 -3.839 -0.085
C -1.913 -2.823 -3.425 -0.709
Br -3.107 -3.548 -4.700 0.734
C -2.215 -2.917 -2.064 -0.131
C -1.298 -2.383 -1.185 -0.152
N -0.164 -1.779 -1.555 -0.013
H 4.852 0.277 -4.154 0.093
H 4.277 -0.455 -1.865 0.036
H 0.848 -0.692 -5.320 0.100
H -0.494 -2.208 -4.889 0.100
H -3.119 -3.391 -1.712 0.094
H -1.482 -2.424 -0.116 0.093
N 5.074 -8.029 -0.049 0.139
C 4.545 -7.009 0.017 -0.196
C 3.878 -5.739 0.089 -0.254
C 2.485 -5.685 0.101 -0.048
C 1.850 -4.454 0.159 -0.158
C 2.540 -3.230 0.202 -0.286
C 3.942 -3.338 0.188 -0.171
C 4.609 -4.553 0.134 -0.057
H 1.914 -6.605 0.071 0.113
H 0.761 -4.459 0.165 0.078
H 4.551 -2.438 0.223 0.055
H 5.692 -4.592 0.130 0.110
F 4.900 1.922 6.011 0.164
C 4.654 1.623 4.736 -0.099
C 5.396 2.207 3.724 -0.124
F 6.361 3.073 4.037 0.144
C 5.137 1.900 2.402 -0.215
F 5.876 2.491 1.462 0.116
C 4.133 1.001 2.030 -0.478
S 3.809 0.609 0.374 0.875
C 3.417 0.446 3.080 -0.203
F 2.431 -0.428 2.786 0.031
C 3.652 0.731 4.408 -0.122
F 2.922 0.161 5.369 0.151
```

Summary:
- Kohn-Sham gap (alpha / beta) (eV) = 4.1589 / 3.4283
- multiplicity = 7
- energy above the lowest of the compared OMol25 structures with the same formula, charge and spin (kcal per mole) = 91.44
- expectation value of S² = 12.04

***

(3)
# C45H32MnN6S

A structure of composition C45H32MnN6S at a distorted geometry (wB97M-V/def2-TZVPD, the Open Molecules 2025 dataset).

```
85
Properties=species:S:1:pos:R:3:lowdin_charge:R:1
Mn 11.386 11.546 8.217 0.928
C 6.198 16.742 5.996 -0.095
C 6.839 15.841 5.173 -0.084
C 7.691 14.900 5.726 -0.014
C 7.951 14.928 7.115 -0.197
C 7.293 15.852 7.931 -0.048
C 6.415 16.753 7.370 -0.085
C 8.902 13.942 7.720 -0.080
C 8.459 12.599 7.777 -0.231
C 7.111 12.136 7.693 -0.024
C 7.115 10.786 7.655 -0.021
C 8.479 10.345 7.699 -0.225
C 8.946 9.046 7.499 -0.120
C 8.052 8.042 6.815 -0.183
C 7.982 7.852 5.433 -0.025
C 7.194 6.859 4.905 -0.094
C 6.414 6.067 5.726 -0.093
C 6.472 6.218 7.115 -0.087
C 7.277 7.202 7.641 -0.057
C 10.277 8.746 7.814 -0.255
N 11.381 9.610 7.906 -0.006
C 12.508 8.749 7.985 -0.229
C 13.869 9.057 7.645 -0.060
C 14.801 8.020 7.101 -0.188
C 14.551 7.471 5.844 -0.018
C 15.444 6.528 5.330 -0.087
C 16.551 6.129 6.045 -0.094
C 16.771 6.628 7.326 -0.090
C 15.952 7.610 7.820 -0.043
C 14.271 10.413 7.707 -0.206
C 15.628 10.912 7.641 0.006
C 15.587 12.287 7.773 -0.010
C 14.222 12.675 7.868 -0.220
N 13.397 11.527 7.882 0.017
C 13.780 14.016 7.852 -0.099
C 12.441 14.354 8.166 -0.198
C 12.005 15.705 8.268 -0.020
C 10.653 15.688 8.226 -0.008
C 10.216 14.320 8.081 -0.220
N 11.317 13.461 8.118 -0.012
C 14.608 15.049 7.110 -0.191
C 14.337 15.241 5.746 -0.038
C 15.073 16.119 5.020 -0.093
C 16.079 16.878 5.632 -0.082
C 16.270 16.783 7.012 -0.097
C 15.563 15.870 7.744 -0.050
C 12.053 7.433 8.250 -0.028
C 10.687 7.444 8.153 -0.051
N 9.315 11.483 7.847 0.034
H 5.487 17.452 5.603 0.099
H 6.725 15.803 4.112 0.097
H 8.180 14.146 5.110 0.125
H 7.501 15.851 8.999 0.122
H 5.884 17.490 7.962 0.103
H 6.230 12.754 7.618 0.115
H 6.217 10.161 7.567 0.120
H 8.595 8.496 4.773 0.131
H 7.185 6.638 3.848 0.102
H 5.826 5.238 5.348 0.100
H 5.881 5.565 7.759 0.104
H 7.282 7.384 8.722 0.113
H 13.667 7.802 5.272 0.132
H 15.185 6.057 4.403 0.097
H 17.294 5.499 5.543 0.108
H 17.596 6.296 7.936 0.102
H 16.151 8.034 8.802 0.120
H 16.546 10.339 7.408 0.121
H 16.459 12.943 7.811 0.117
H 12.631 16.584 8.402 0.122
H 9.978 16.534 8.198 0.109
H 13.556 14.624 5.283 0.132
H 14.981 16.182 3.936 0.106
H 16.658 17.530 5.004 0.093
H 17.072 17.378 7.468 0.107
H 15.730 15.728 8.816 0.122
H 12.708 6.588 8.428 0.116
H 10.063 6.558 8.265 0.113
N 9.582 9.113 11.079 0.116
C 9.739 10.437 11.286 -0.931
N 8.663 11.093 11.729 0.099
S 11.231 11.189 10.985 0.605
H 8.654 8.705 11.149 0.113
H 10.376 8.533 10.834 0.098
H 7.746 10.729 11.436 0.124
H 8.788 12.084 11.902 0.102
```

Summary:
- Kohn-Sham gap (alpha / beta) (eV) = 4.3203 / 5.3694
- multiplicity = 6
- energy above the lowest of the compared OMol25 structures with the same formula, charge and spin (kcal per mole) = 0.00
- expectation value of S² = 8.92

***

no.,total energy (eV)
1,-155645.015
2,-246098.622
3,-98280.787